138
Properties=species:S:1:pos:R:3:forces:R:3:mulliken_charge:R:1 method="wB97M-V/def2-TZVPD" multiplicity=1 e_tot_ha=-4694.421224 lumo_ev=-0.1 smiles="CCOP(=O)(OCC)OCC.CCOP(=O)(OCC)OCC.CCOP(=O)(OCC)OCC.O=C1OCCO1.O=C1OCCO1.O=C1OCCO1.O=C1OCCO1.O=C1OCCO1.O=C1OCCO1" gap_ev=10.3
C 5.0989 -9.8158 10.3473 0.21 -0.31 1.28 -1.183
C 4.6067 -8.5100 9.8699 0.68 1.42 0.37 -0.151
O 3.2389 -8.5434 9.5130 -2.29 2.00 -2.00 -0.350
P 2.6129 -7.2149 8.6863 0.34 -0.52 -0.77 0.864
O 3.5874 -6.5067 7.8050 -0.49 -0.08 1.91 -0.676
O 1.5065 -7.8066 7.6928 -0.51 0.48 3.63 -0.276
C 1.5510 -7.9138 6.3185 0.38 -0.77 -2.09 -0.329
C 0.7936 -6.7624 5.5838 1.14 -0.89 0.57 -1.018
O 1.7075 -6.3919 9.8324 3.50 -4.40 -0.48 -0.285
C 1.3711 -5.1067 9.6366 -3.52 3.14 -2.86 -0.133
C -0.0503 -5.1161 9.0818 -2.32 -0.51 -0.08 -1.011
H 4.8697 -9.9767 11.4007 -0.62 -0.44 -0.13 0.290
H 4.7458 -10.6116 9.6914 0.35 -0.15 0.20 0.315
H 6.1810 -9.6927 10.3910 0.17 -0.52 -0.48 0.362
H 4.6598 -7.7355 10.6350 0.59 -0.01 0.17 0.310
H 5.3172 -8.2619 9.0813 -0.78 0.61 -0.64 0.274
H 2.5802 -8.0765 5.9986 0.21 0.72 -0.20 0.338
H 1.1404 -8.9113 6.1623 -0.67 0.18 -0.52 0.362
H 1.3709 -5.8452 5.7001 -0.37 0.22 0.67 0.242
H 0.7847 -6.8461 4.4970 -0.25 -0.71 0.03 0.412
H -0.2138 -6.7557 6.0000 0.05 0.51 -0.22 0.225
H 1.1871 -4.4748 10.5054 1.42 -0.39 0.49 0.365
H 1.8469 -4.6126 8.7895 1.34 0.18 0.69 0.230
H -0.6948 -5.6707 9.7637 -0.03 -0.04 0.36 0.306
H -0.5685 -4.1661 8.9508 0.55 0.49 0.30 0.432
H -0.2731 -5.6150 8.1386 0.92 -0.20 -0.24 0.087
C -5.3428 8.5499 0.5763 -0.13 -0.02 2.04 -0.833
C -3.9203 7.9925 0.5019 -1.77 3.23 1.40 -0.360
O -3.8896 7.7709 -0.8622 2.78 -4.33 -3.04 -0.341
P -3.5052 6.1779 -1.3471 1.16 -0.29 1.16 0.953
O -2.3793 5.4896 -0.6189 -2.23 1.60 -0.92 -0.707
O -4.9301 5.4134 -1.1584 2.73 0.79 -0.51 -0.224
C -6.0436 5.9967 -1.7915 -1.74 -1.01 0.14 -0.310
C -7.2848 5.4575 -0.9905 0.78 1.10 -0.70 -1.214
O -3.2281 6.2439 -2.9485 -1.92 1.00 1.60 -0.353
C -1.8928 6.4077 -3.3428 2.79 -2.96 -1.04 -0.306
C -1.2758 4.9535 -3.5142 -0.35 -0.45 1.03 -0.932
H -5.5746 9.4091 -0.0532 0.55 -0.34 -0.57 0.252
H -6.0258 7.7251 0.3731 -0.30 0.31 0.24 0.007
H -5.4617 8.9827 1.5696 -0.58 -0.40 0.40 0.435
H -3.2926 8.8309 0.8037 0.63 0.15 -0.64 0.345
H -3.6649 7.2906 1.2957 -0.33 -1.15 -0.88 0.349
H -5.8980 7.0706 -1.9083 -0.57 0.22 0.80 0.473
H -6.1433 5.6986 -2.8352 0.26 -0.67 -0.05 0.348
H -8.1114 5.6320 -1.6793 -0.52 0.06 0.68 0.335
H -7.2614 4.4082 -0.6965 0.52 -0.21 -0.83 0.313
H -7.3545 5.9211 -0.0064 -0.38 0.63 -0.28 0.277
H -1.7391 6.6697 -4.3896 -1.06 1.44 0.30 0.341
H -1.2807 6.9829 -2.6480 -0.32 0.19 -0.13 0.287
H -0.2573 4.7940 -3.1602 0.16 0.57 -0.15 0.314
H -1.8341 4.2468 -2.9002 -0.17 0.12 0.14 0.230
H -1.3536 4.5475 -4.5227 0.01 0.42 -0.17 0.323
C -6.2583 0.6145 -13.9062 -0.22 0.15 -0.49 -1.255
C -4.9164 1.3659 -13.6523 -0.66 -2.12 -1.05 -0.354
O -4.6725 1.3642 -12.2133 0.47 1.51 -1.34 -0.273
P -4.9060 2.8326 -11.5686 -0.02 -1.75 2.01 0.862
O -6.3471 3.1782 -11.5635 1.67 0.82 -0.46 -0.715
O -3.7687 3.7570 -12.3225 -3.12 -1.11 1.47 -0.245
C -2.4758 3.2774 -12.5323 1.81 -0.02 -1.91 -0.154
C -1.8741 4.3286 -13.5232 0.26 -0.99 2.16 -1.125
O -4.3229 2.5098 -10.0635 0.13 1.08 -0.43 -0.293
C -5.1609 2.1471 -8.8715 -0.49 -0.42 -1.97 -0.121
C -4.4142 1.9165 -7.5963 1.16 0.53 -0.16 -1.156
H -7.0851 1.3131 -14.0352 -0.05 0.02 0.61 0.276
H -6.3677 -0.0248 -14.7822 0.95 0.37 -0.70 0.430
H -6.4906 -0.1602 -13.1754 0.18 0.64 0.74 0.305
H -4.1095 0.8875 -14.2074 0.36 -1.04 0.87 0.440
H -4.8092 2.2781 -14.2392 -0.87 1.01 1.07 0.335
H -1.9840 3.0198 -11.5943 0.29 0.86 0.12 0.367
H -2.2831 2.3870 -13.1308 -1.52 -0.82 0.12 0.203
H -2.5864 4.4633 -14.3372 0.04 0.30 0.27 0.283
H -1.7108 5.1736 -12.8542 0.23 0.64 -0.99 0.292
H -0.9625 3.8825 -13.9207 0.22 0.50 0.02 0.396
H -5.8540 2.9567 -8.6429 -0.22 -0.09 -0.63 0.259
H -5.6651 1.2643 -9.2645 -0.40 0.02 0.56 0.297
H -3.5030 1.3204 -7.6461 -0.13 -0.17 -0.35 0.333
H -4.1087 2.9145 -7.2821 0.10 -0.11 0.55 0.266
H -5.0636 1.4569 -6.8512 -0.15 0.20 -0.10 0.347
O -1.0081 -0.4482 -1.8578 0.84 0.08 -0.37 -0.520
C 0.0440 -0.6216 -1.3300 -0.42 -0.20 2.14 0.692
O 1.1930 0.0856 -1.4365 0.09 -0.17 -0.79 -0.299
C 2.1931 -0.7023 -0.8064 2.18 0.80 0.97 -0.296
C 1.5102 -1.3728 0.3188 -1.85 -0.91 0.16 -0.249
O 0.2130 -1.5116 -0.2921 -0.88 -0.85 -0.47 -0.371
H 2.6758 -1.4021 -1.4887 -0.37 -0.06 -0.19 0.259
H 2.9911 -0.1152 -0.3517 -0.02 0.66 -0.66 0.303
H 1.3031 -0.8747 1.2660 0.52 0.84 -0.20 0.220
H 1.9243 -2.3314 0.6313 -0.07 -0.21 -0.60 0.260
O 7.5386 -0.6875 -0.6570 -2.26 0.36 3.39 -0.513
C 7.9880 -0.8023 -1.7147 1.32 1.08 -0.64 0.677
O 9.0065 -1.5860 -1.9606 2.00 -3.18 -0.24 -0.332
C 9.0991 -1.8012 -3.3559 -0.09 -0.78 -0.69 -0.285
C 8.6305 -0.5025 -3.8223 -1.29 2.82 -0.13 -0.257
O 7.7632 -0.0458 -2.7603 -1.07 0.42 -0.46 -0.339
H 10.1036 -2.0623 -3.6888 -0.07 0.04 0.39 0.302
H 8.3794 -2.5079 -3.7690 0.10 -0.82 0.73 0.246
H 7.8383 -0.4794 -4.5707 1.35 -0.07 -1.25 0.254
H 9.4301 0.2375 -3.7874 -0.03 0.11 -1.08 0.248
O -3.6119 -1.7638 4.1425 0.77 -0.75 0.28 -0.504
C -4.2606 -0.9693 3.5726 -1.99 0.29 0.05 0.671
O -5.5053 -1.2040 3.0549 -0.33 -1.44 0.67 -0.354
C -6.1024 -0.0500 2.5280 1.18 0.97 -1.00 -0.253
C -4.8631 0.8710 2.4633 -1.26 0.78 -0.89 -0.297
O -4.0057 0.3223 3.4318 1.25 1.04 -0.12 -0.308
H -6.4906 -0.3184 1.5454 -0.06 0.23 0.06 0.273
H -6.8700 0.4690 3.1021 -0.15 -0.81 0.58 0.251
H -5.1308 1.8992 2.7068 0.28 -0.08 0.25 0.274
H -4.4251 0.8852 1.4653 0.37 -0.22 0.10 0.247
O 4.9929 -5.3107 -1.1875 1.06 -2.39 2.57 -0.604
C 5.3674 -5.9863 -0.2152 -1.16 1.58 -3.25 0.747
O 5.4449 -5.5396 0.9915 0.89 1.27 3.18 -0.310
C 6.1733 -6.4665 1.8410 -0.20 -1.12 -0.05 -0.181
C 6.2793 -7.7592 1.0162 0.01 0.64 -0.77 -0.262
O 5.7287 -7.2520 -0.1890 -0.23 -2.58 -2.88 -0.372
H 7.1928 -6.1283 2.0262 -0.51 0.58 0.61 0.275
H 5.5149 -6.7556 2.6601 0.56 0.96 0.53 0.267
H 5.7752 -8.6330 1.4290 -0.88 0.36 -0.19 0.226
H 7.2442 -8.1907 0.7497 0.46 0.74 0.26 0.211
O -0.3906 5.3339 8.4401 0.84 0.66 -5.47 -0.542
C -0.0915 5.1650 7.2327 0.67 -1.64 3.16 0.664
O -0.0440 5.9595 6.0895 -0.10 -1.24 1.99 -0.325
C -0.0697 4.9967 4.9559 -0.46 2.13 0.51 -0.244
C 0.6916 3.8306 5.4716 -0.69 -1.42 1.25 -0.216
O 0.3978 3.8750 6.8948 -0.39 1.96 -0.38 -0.324
H -1.1523 4.9054 4.8683 0.19 -0.88 -0.70 0.232
H 0.3649 5.5267 4.1084 -0.10 -0.20 0.05 0.267
H 1.7646 3.7956 5.2828 0.00 0.49 0.12 0.257
H 0.2744 2.8636 5.1906 0.02 0.14 -0.55 0.232
O 6.6798 1.6849 7.2879 0.83 0.82 1.26 -0.583
C 6.0902 0.8285 6.7206 1.98 2.88 2.19 0.738
O 5.4648 -0.1303 7.2749 -2.52 -3.17 2.52 -0.331
C 4.7025 -0.8896 6.3440 0.58 0.57 -1.83 -0.217
C 5.1719 -0.1262 5.0280 -3.40 -2.57 -1.47 -0.247
O 6.0088 0.8142 5.4597 2.25 1.29 -3.53 -0.326
H 5.0001 -1.9378 6.3710 0.22 0.16 0.03 0.257
H 3.6187 -0.8563 6.4552 0.14 0.42 0.57 0.225
H 4.4124 0.4546 4.5047 -0.84 -0.54 0.13 0.224
H 5.5288 -0.8289 4.2751 0.77 0.12 0.15 0.260